Entry 1:
{"formula": "C33H53I2N4O7PS", "method": "ωB97M-V/def2-TZVPD", "symbols": ["C", "C", "O", "O", "C", "C", "C", "C", "S", "C", "P", "N", "O", "C", "C", "I", "C", "C", "I", "C", "C", "C", "O", "N", "C", "O", "H", "H", "H", "H", "H", "H", "H", "H", "H", "H", "H", "H", "H", "H", "H", "H", "H", "C", "C", "C", "C", "C", "C", "N", "O", "C", "C", "C", "H", "H", "H", "H", "H", "H", "H", "H", "H", "H", "H", "H", "H", "H", "H", "H", "H", "H", "C", "C", "C", "C", "C", "C", "N", "O", "C", "C", "C", "H", "H", "H", "H", "H", "H", "H", "H", "H", "H", "H", "H", "H", "H", "H", "H", "H", "H"], "xyz": [[-3.557, 3.260, -3.443], [-3.542, 4.756, -2.823], [-3.379, 5.739, -3.583], [-3.666, 4.824, -1.412], [-2.582, 5.552, -0.794], [-1.132, 4.943, -0.972], [-0.638, 3.843, 0.039], [0.900, 3.511, 0.154], [2.058, 4.516, -0.902], [1.403, 2.375, 1.125], [3.286, 1.999, 1.238], [3.920, 3.305, 2.288], [4.005, 2.051, -0.315], [0.417, 1.525, 2.010], [0.879, 0.338, 2.963], [0.394, 0.681, 5.083], [0.404, -1.147, 2.429], [-0.092, -1.092, 0.879], [-1.017, -2.153, 3.740], [-1.073, 1.899, 1.903], [-1.561, 3.032, 0.948], [-3.110, 3.059, 1.193], [-4.016, 3.891, 1.299], [-3.399, 1.600, 1.462], [-2.409, 1.336, 2.562], [-2.674, 0.852, 3.669], [-4.587, 2.972, -3.851], [-2.705, 3.086, -4.180], [-3.361, 2.532, -2.567], [-2.744, 5.763, 0.327], [-2.575, 6.600, -1.285], [-0.389, 5.827, -0.899], [-0.958, 4.529, -2.039], [2.355, 5.712, -0.252], [4.300, 2.775, 3.098], [4.708, 3.791, 1.834], [4.591, 2.839, -0.421], [2.032, 0.284, 2.945], [1.340, -1.821, 2.403], [0.690, -0.573, 0.217], [-1.098, -0.578, 0.752], [-0.095, -2.193, 0.532], [-3.028, 1.215, 0.568], [7.036, -1.836, 4.221], [5.865, -1.344, 5.117], [6.112, -1.656, 6.618], [5.754, -3.064, 7.078], [4.377, -3.469, 6.570], [4.259, -3.315, 5.043], [4.593, -1.928, 4.590], [3.571, -1.116, 4.962], [5.181, -4.365, 4.376], [2.840, -3.741, 4.592], [5.934, 0.205, 4.996], [6.758, -2.630, 3.530], [7.406, -1.039, 3.570], [7.879, -2.193, 4.819], [5.521, -0.963, 7.233], [7.158, -1.457, 6.872], [6.517, -3.775, 6.748], [5.765, -3.103, 8.172], [4.176, -4.506, 6.864], [3.615, -2.864, 7.077], [5.142, -4.291, 3.285], [4.867, -5.379, 4.644], [6.223, -4.291, 4.688], [2.050, -3.171, 5.087], [2.656, -4.793, 4.827], [2.723, -3.623, 3.511], [5.702, 0.536, 3.980], [6.944, 0.556, 5.237], [5.255, 0.713, 5.686], [-4.852, -0.934, -8.079], [-3.807, -0.744, -6.943], [-3.081, -2.071, -6.595], [-3.814, -3.007, -5.641], [-4.346, -2.246, -4.435], [-5.219, -1.048, -4.849], [-4.495, -0.117, -5.771], [-3.563, 0.545, -5.041], [-6.516, -1.591, -5.497], [-5.727, -0.319, -3.580], [-2.724, 0.167, -7.588], [-5.880, -0.767, -7.762], [-4.705, -0.210, -8.885], [-4.795, -1.934, -8.516], [-2.112, -1.842, -6.130], [-2.844, -2.618, -7.513], [-4.623, -3.523, -6.166], [-3.129, -3.792, -5.304], [-4.921, -2.933, -3.801], [-3.502, -1.912, -3.820], [-7.169, -0.776, -5.820], [-7.081, -2.196, -4.780], [-6.335, -2.245, -6.351], [-4.915, 0.017, -2.931], [-6.352, -0.982, -2.975], [-6.335, 0.550, -3.847], [-3.120, 1.162, -7.809], [-2.379, -0.269, -8.533], [-1.839, 0.283, -6.957]], "lumo_energy_ev": -1.10, "gap_ev": 7.248, "multiplicity": 3, "e_homo_ev": -8.3}

***

Entry 2:
{"formula": "C32H35BO2S", "method": "ωB97M-V/def2-TZVPD", "symbols": ["C", "C", "C", "C", "C", "C", "C", "C", "C", "C", "C", "C", "C", "C", "C", "H", "H", "H", "H", "H", "H", "H", "H", "H", "H", "H", "H", "H", "C", "C", "C", "C", "C", "B", "C", "C", "C", "C", "C", "C", "O", "C", "C", "C", "C", "C", "C", "O", "S", "H", "H", "H", "H", "H", "H", "H", "H", "H", "H", "H", "H", "H", "H", "H", "H", "H", "H", "H", "H", "H", "H"], "xyz": [[-0.703, -0.849, -1.302], [-0.390, 0.384, -2.082], [-1.489, 1.146, -2.522], [-1.461, 1.684, -3.809], [-0.328, 1.513, -4.609], [0.840, 1.004, -4.044], [0.840, 0.522, -2.737], [0.115, -2.070, -1.634], [-0.328, -3.317, -1.306], [0.530, -4.432, -1.008], [-0.006, -5.576, -0.356], [0.830, -6.561, 0.147], [2.219, -6.457, -0.012], [2.766, -5.366, -0.701], [1.934, -4.360, -1.201], [-1.755, -1.077, -1.568], [-2.389, 1.179, -1.903], [-2.342, 2.189, -4.206], [-0.331, 1.841, -5.649], [1.756, 0.951, -4.636], [1.760, 0.156, -2.271], [1.073, -1.918, -2.119], [-1.395, -3.491, -1.150], [-1.091, -5.643, -0.236], [0.399, -7.422, 0.667], [2.882, -7.220, 0.400], [3.847, -5.295, -0.860], [2.352, -3.486, -1.707], [-1.656, 4.814, 3.525], [-0.809, 4.310, 2.417], [0.444, 3.715, 2.512], [1.036, 3.448, 1.249], [0.212, 3.707, 0.149], [-0.811, -1.203, 0.241], [0.690, 3.872, -1.198], [-0.119, 4.516, -2.147], [0.315, 4.687, -3.448], [1.590, 4.235, -3.814], [2.430, 3.621, -2.877], [1.998, 3.448, -1.567], [0.333, -1.365, 0.984], [-0.096, -1.459, 2.356], [0.335, -2.808, 2.916], [0.723, -0.418, 3.108], [-1.690, -1.262, 2.289], [-2.510, -2.396, 2.887], [-2.203, 0.061, 2.847], [-2.010, -1.282, 0.875], [-1.260, 4.451, 0.751], [-1.078, 4.830, 4.459], [-2.005, 5.837, 3.318], [-2.537, 4.168, 3.668], [0.919, 3.495, 3.465], [2.052, 3.094, 1.145], [-1.106, 4.882, -1.858], [-0.341, 5.147, -4.191], [1.928, 4.333, -4.845], [3.430, 3.271, -3.162], [2.668, 3.002, -0.832], [0.032, -2.891, 3.969], [-0.077, -3.638, 2.331], [1.431, -2.868, 2.894], [0.497, -0.446, 4.179], [1.783, -0.683, 3.005], [0.589, 0.600, 2.723], [-2.312, -2.495, 3.956], [-3.578, -2.181, 2.765], [-2.312, -3.352, 2.391], [-2.026, 0.105, 3.920], [-1.746, 0.939, 2.377], [-3.290, 0.131, 2.685]], "smiles": "CC1(C)OB([C@H](/C=C/c2ccccc2)c2ccccc2)OC1(C)C.Cc1ccc(-c2ccccc2)s1", "lumo_energy_ev": 0.36, "gap_ev": 7.819, "e_homo_ev": -7.5, "e_above_lowest_ev": 0.000}

***

Entry 3:
{"formula": "C47H55N6O5P2SeW", "method": "ωB97M-V/def2-TZVPD", "symbols": ["W", "C", "N", "C", "C", "O", "C", "O", "C", "C", "O", "N", "C", "C", "H", "H", "H", "H", "H", "H", "H", "H", "H", "H", "H", "H", "H", "H", "H", "H", "C", "N", "P", "C", "C", "C", "C", "C", "C", "C", "C", "C", "C", "C", "C", "P", "C", "C", "C", "C", "C", "C", "C", "C", "C", "C", "C", "C", "H", "H", "H", "H", "H", "H", "H", "H", "H", "H", "H", "H", "H", "H", "H", "H", "H", "H", "H", "H", "H", "H", "H", "O", "C", "O", "C", "C", "C", "C", "C", "C", "H", "H", "H", "H", "H", "C", "C", "N", "H", "H", "H", "C", "N", "C", "C", "N", "C", "C", "Se", "H", "H", "H", "H", "H", "H", "H", "H"], "xyz": [[0.221, 0.381, -0.119], [-4.347, -0.465, -2.631], [-4.396, 0.441, -1.501], [-5.721, 0.889, -1.120], [-3.304, 0.747, -0.825], [-2.160, 0.333, -1.141], [-3.476, 1.590, 0.437], [-2.223, 1.834, 1.065], [-1.831, 3.199, 1.118], [-0.944, 3.498, -0.089], [-0.489, 2.488, -0.694], [-0.640, 4.718, -0.478], [0.245, 4.885, -1.621], [-1.086, 5.950, 0.134], [-4.661, 0.048, -3.539], [-3.333, -0.832, -2.764], [-5.016, -1.306, -2.444], [-6.403, 0.695, -1.944], [-6.082, 0.352, -0.240], [-5.750, 1.956, -0.910], [-3.986, 2.529, 0.197], [-4.104, 1.041, 1.154], [-2.701, 3.857, 1.183], [-1.228, 3.305, 2.026], [0.259, 3.966, -2.209], [-0.111, 5.701, -2.245], [1.257, 5.114, -1.282], [-1.660, 5.774, 1.037], [-0.223, 6.565, 0.390], [-1.695, 6.512, -0.576], [-0.787, -3.876, 1.032], [-0.693, -2.498, 0.551], [-1.272, -1.104, 1.397], [-2.810, -1.862, 2.031], [-3.941, -1.888, 1.218], [-5.039, -2.649, 1.578], [-5.008, -3.398, 2.743], [-3.878, -3.390, 3.546], [-2.780, -2.627, 3.196], [-0.293, -0.768, 2.894], [1.112, -0.730, 2.890], [1.738, -0.119, 3.970], [1.018, 0.399, 5.035], [-0.364, 0.373, 5.025], [-1.011, -0.168, 3.931], [-0.172, -2.004, -1.018], [-1.127, -2.984, -2.209], [-0.622, -3.132, -3.501], [-1.359, -3.805, -4.458], [-2.596, -4.340, -4.134], [-3.111, -4.170, -2.857], [-2.394, -3.471, -1.902], [1.527, -2.595, -1.127], [1.964, -3.848, -1.481], [3.312, -4.186, -1.371], [4.238, -3.261, -0.852], [3.865, -2.017, -0.453], [2.465, -1.524, -0.621], [-1.816, -4.241, 1.036], [-0.387, -3.933, 2.046], [-0.194, -4.520, 0.383], [-3.952, -1.328, 0.295], [-5.914, -2.674, 0.945], [-5.859, -3.998, 3.022], [-3.841, -3.993, 4.442], [-1.901, -2.632, 3.825], [1.513, -2.465, 1.717], [2.810, -0.013, 4.001], [1.550, 0.827, 5.870], [-0.931, 0.782, 5.847], [-2.090, -0.127, 3.865], [0.351, -2.728, -3.738], [-0.970, -3.924, -5.457], [-3.156, -4.893, -4.873], [-4.070, -4.593, -2.605], [-2.809, -3.318, -0.916], [1.259, -4.588, -1.836], [3.654, -5.159, -1.682], [5.271, -3.564, -0.759], [4.599, -1.297, -0.127], [2.561, -0.748, -1.422], [0.494, 1.646, 1.708], [1.576, 2.264, 1.395], [2.023, 2.013, 0.228], [2.261, 3.184, 2.296], [3.401, 3.863, 1.845], [4.089, 4.705, 2.696], [3.655, 4.875, 4.004], [2.527, 4.206, 4.458], [1.824, 3.370, 3.611], [3.726, 3.722, 0.825], [4.971, 5.224, 2.353], [4.193, 5.531, 4.669], [2.203, 4.334, 5.481], [0.945, 2.846, 3.951], [3.375, -1.586, 2.254], [1.919, -1.436, 1.803], [1.755, -0.785, 0.475], [3.402, -1.899, 3.293], [3.918, -0.651, 2.135], [3.866, -2.366, 1.684], [3.805, 2.241, -1.975], [3.679, 1.279, -3.030], [4.697, 0.935, -3.866], [4.189, 0.071, -4.781], [2.870, -0.106, -4.489], [2.006, -0.915, -5.304], [2.562, 0.620, -3.397], [0.766, 0.786, -2.563], [4.551, 2.984, -2.254], [4.108, 1.764, -1.041], [2.843, 2.727, -1.817], [5.690, 1.325, -3.762], [4.659, -0.409, -5.616], [2.239, -0.730, -6.353], [0.968, -0.651, -5.112], [2.178, -1.974, -5.103]], "total_charge": 3, "lumo_energy_ev": [-8.52, -8.47], "gap_ev": [5.713, 7.065], "multiplicity": 3, "e_homo_ev": [-14.2, -15.5], "e_above_lowest_ev": 0.981}

***

Entry 4:
{"formula": "C2H4N2OS", "method": "ωB97M-V/def2-TZVPD", "symbols": ["C", "C", "H", "H", "H", "H", "N", "N", "O", "S"], "xyz": [[-0.827, 0.630, -0.214], [1.009, -0.910, 0.129], [1.782, 1.317, 1.042], [2.080, 1.179, -0.420], [-0.848, 1.842, -0.775], [0.399, -1.779, 0.497], [1.251, 1.474, 0.109], [0.483, 0.353, 0.079], [2.223, -1.069, -0.211], [-2.152, -0.320, 0.034]], "smiles": "NN(C=O)C=S", "lumo_energy_ev": -0.49, "gap_ev": 8.650, "e_homo_ev": -9.1, "e_above_lowest_ev": 3.503}

***

Entry 5:
{"formula": "C25H29AsB2Cl5F2N8SV", "method": "ωB97M-V/def2-TZVPD", "symbols": ["V", "C", "C", "C", "C", "N", "N", "B", "N", "C", "C", "C", "C", "N", "N", "C", "C", "C", "C", "N", "N", "C", "C", "C", "C", "N", "H", "H", "H", "H", "H", "H", "H", "H", "H", "H", "H", "H", "H", "H", "H", "H", "H", "H", "H", "H", "Cl", "C", "C", "C", "Cl", "C", "Cl", "C", "Cl", "C", "Cl", "F", "B", "F", "C", "As", "C", "C", "S", "H", "H", "H", "H", "H", "H", "H", "H", "H"], "xyz": [[-0.170, -0.175, 0.128], [0.580, 3.501, 0.075], [0.872, 2.604, -1.079], [1.426, 2.915, -2.326], [1.445, 1.722, -3.017], [0.939, 0.760, -2.229], [0.591, 1.307, -1.037], [0.729, -0.739, -2.651], [1.624, -1.657, -1.827], [2.728, -2.349, -2.144], [3.122, -3.054, -1.030], [2.195, -2.723, -0.038], [2.187, -3.248, 1.357], [1.278, -1.887, -0.528], [-0.748, -1.151, -2.370], [-1.525, -1.965, -3.100], [-2.822, -1.866, -2.645], [-2.767, -0.942, -1.593], [-3.875, -0.454, -0.727], [-1.511, -0.529, -1.435], [0.955, -0.794, -4.154], [0.089, -0.373, -5.112], [0.778, -0.271, -6.293], [2.101, -0.640, -5.965], [3.299, -0.697, -6.851], [2.193, -0.935, -4.681], [0.805, 4.535, -0.182], [-0.468, 3.430, 0.364], [1.169, 3.215, 0.946], [1.758, 3.878, -2.671], [1.790, 1.496, -4.011], [3.148, -2.268, -3.130], [3.972, -3.705, -0.931], [3.039, -3.911, 1.496], [2.265, -2.442, 2.088], [1.279, -3.817, 1.558], [-1.108, -2.546, -3.904], [-3.689, -2.381, -3.019], [-4.776, -0.308, -1.320], [-4.097, -1.172, 0.064], [-3.602, 0.484, -0.251], [-0.942, -0.161, -4.885], [0.389, 0.015, -7.255], [3.048, -1.130, -7.819], [3.700, 0.303, -7.028], [4.078, -1.299, -6.388], [-1.598, -2.612, 1.196], [-0.556, -1.989, 2.430], [0.060, -0.777, 2.150], [1.018, -0.360, 3.064], [1.911, 1.062, 2.674], [1.302, -1.060, 4.231], [2.505, -0.502, 5.323], [0.608, -2.241, 4.504], [0.922, -3.119, 5.945], [-0.327, -2.724, 3.582], [-1.122, -4.220, 3.861], [-2.580, 0.280, 1.963], [-1.357, 0.743, 1.614], [-1.054, 1.880, 2.273], [4.599, 2.971, 1.660], [5.187, 1.846, 0.189], [5.670, 3.119, -1.197], [6.877, 1.119, 0.807], [3.843, 0.417, -0.461], [5.362, 3.718, 1.878], [4.426, 2.353, 2.539], [3.670, 3.465, 1.379], [6.479, 3.769, -0.866], [4.789, 3.711, -1.440], [5.973, 2.562, -2.082], [7.542, 1.916, 1.137], [7.335, 0.564, -0.010], [6.677, 0.434, 1.628]], "lumo_energy_ev": [0.19, 0.33], "gap_ev": [8.053, 7.973], "multiplicity": 3, "e_homo_ev": [-7.9, -7.6], "e_above_lowest_ev": 0.507}

***

Entry 6:
{"formula": "C39H30Co2N2O6P", "method": "ωB97M-V/def2-TZVPD", "symbols": ["C", "C", "C", "C", "C", "N", "N", "O", "C", "C", "H", "H", "H", "H", "H", "H", "H", "H", "O", "C", "Co", "C", "O", "C", "O", "C", "C", "C", "C", "C", "C", "C", "C", "C", "Co", "C", "O", "C", "O", "P", "C", "C", "C", "C", "C", "C", "C", "C", "C", "C", "C", "C", "C", "C", "C", "C", "C", "C", "H", "H", "H", "H", "H", "H", "H", "H", "H", "H", "H", "H", "H", "H", "H", "H", "H", "H", "H", "H", "H", "H"], "xyz": [[-3.211, 0.129, 4.223], [-2.545, 1.363, 4.129], [-1.229, 1.410, 3.628], [-0.588, 0.231, 3.191], [0.821, 0.259, 2.668], [1.242, -0.845, 1.954], [2.580, -0.891, 1.588], [1.584, 1.205, 2.818], [-1.255, -0.990, 3.328], [-2.563, -1.044, 3.812], [-4.233, 0.079, 4.609], [-3.057, 2.280, 4.447], [-0.703, 2.366, 3.580], [0.727, -1.708, 1.870], [2.731, -1.502, 0.790], [2.963, 0.058, 1.494], [-0.734, -1.909, 3.070], [-3.061, -2.012, 3.866], [5.285, -2.971, 1.763], [5.823, -2.067, 1.283], [6.487, -0.748, 0.319], [5.415, 0.632, 0.597], [4.595, 1.437, 0.796], [7.798, -0.594, 1.502], [8.568, -0.546, 2.366], [6.874, -1.012, -1.438], [5.557, -1.255, -1.110], [4.405, -1.923, -1.375], [3.086, -1.383, -1.555], [2.020, -2.320, -1.599], [0.716, -1.865, -1.545], [0.438, -0.491, -1.499], [1.483, 0.437, -1.546], [2.805, 0.001, -1.576], [7.255, 0.853, -1.519], [6.182, 2.199, -1.590], [5.521, 3.150, -1.644], [7.849, 0.672, -3.154], [8.265, 0.541, -4.231], [9.042, 1.520, -0.701], [9.053, 2.523, 0.836], [10.216, 3.185, 1.257], [10.198, 3.967, 2.415], [9.027, 4.064, 3.177], [7.858, 3.437, 2.739], [7.874, 2.688, 1.563], [10.311, 0.226, -0.435], [11.040, 0.107, 0.754], [11.922, -0.963, 0.935], [12.142, -1.871, -0.104], [11.461, -1.724, -1.315], [10.534, -0.691, -1.475], [9.951, 2.710, -1.794], [11.271, 2.525, -2.230], [11.876, 3.487, -3.052], [11.175, 4.637, -3.433], [9.863, 4.829, -2.979], [9.259, 3.876, -2.154], [7.545, -1.657, -2.005], [4.497, -3.012, -1.459], [2.281, -3.383, -1.619], [-0.089, -2.591, -1.515], [-0.598, -0.151, -1.401], [1.277, 1.509, -1.522], [3.656, 0.687, -1.600], [11.137, 3.089, 0.681], [11.099, 4.502, 2.720], [9.021, 4.632, 4.108], [6.929, 3.523, 3.307], [6.956, 2.230, 1.201], [10.931, 0.850, 1.540], [12.449, -1.069, 1.885], [12.858, -2.683, 0.023], [11.647, -2.405, -2.149], [9.987, -0.592, -2.417], [11.831, 1.636, -1.936], [12.907, 3.340, -3.383], [11.650, 5.394, -4.065], [9.305, 5.726, -3.254], [8.243, 4.040, -1.786]], "total_charge": -1, "lumo_energy_ev": 2.50, "gap_ev": 5.535, "e_homo_ev": -3.0}

***

Entry 7:
{"formula": "C2H3NO", "method": "ωB97M-V/def2-TZVPD", "symbols": ["O", "C", "C", "N", "H", "H", "H"], "xyz": [[-0.579, 0.910, -0.144], [-0.213, -0.545, 0.062], [1.196, -0.148, 0.067], [1.944, 0.730, -0.014], [-1.428, 1.381, -0.204], [-0.417, -1.280, -0.749], [-0.483, -1.066, 1.009]], "smiles": "N#CCO", "lumo_energy_ev": 0.65, "gap_ev": 12.059, "e_homo_ev": -11.4, "e_above_lowest_ev": 2.178}